Entry 1:
Computed, not measured: a cluster of 12 separate species, C22H73N5O12 in total in a non-equilibrium geometry, with ωB97M-V/def2-TZVPD.

Geometry as XYZ:
```
112
Properties=species:S:1:pos:R:3:forces:R:3:lowdin_charge:R:1
C 5.7392 -6.7362 -5.3505 -0.88 0.18 -0.04 -0.09
O 4.6972 -5.7387 -5.2714 0.20 -1.30 0.18 -0.21
C 5.1582 -4.4001 -5.3421 -0.70 -0.93 0.42 -0.21
C 3.9745 -3.4295 -5.4868 0.34 -0.42 -2.86 -0.41
C 3.1963 -3.7004 -6.8429 -0.15 -1.10 1.28 -0.06
N 4.5441 -2.1231 -5.5700 0.07 1.60 1.13 0.01
H 6.1347 -6.7939 -6.3646 0.45 0.40 -0.01 0.08
H 5.3447 -7.7375 -5.1774 -0.69 0.22 0.09 0.08
H 6.5028 -6.6433 -4.5782 0.26 0.58 -0.14 0.08
H 5.7107 -4.2027 -4.4235 0.24 0.44 -0.05 0.12
H 5.8042 -4.3524 -6.2188 0.25 0.58 -0.13 0.12
H 3.2638 -3.4255 -4.6604 0.23 -0.44 0.12 0.14
H 2.2282 -3.2004 -6.8733 -0.07 0.02 0.28 0.06
H 3.0399 -4.7790 -6.8538 -0.36 -0.09 -0.39 0.06
H 3.6892 -3.4141 -7.7720 0.61 0.08 0.32 0.07
H 3.7556 -1.4937 -5.6158 0.24 0.53 -0.01 0.07
H 5.1159 -1.9438 -6.3829 -0.03 -0.34 -0.16 0.07
C 0.9414 -2.0056 6.8332 -0.10 0.12 0.90 -0.11
O -0.3463 -2.4785 7.1797 -0.97 0.39 -0.74 -0.22
C -1.0389 -1.7342 8.2147 0.77 -1.30 -0.89 -0.17
C -2.3697 -2.4472 8.5392 0.31 1.39 0.28 -0.47
C -2.9869 -1.8076 9.7635 -0.79 0.13 0.60 -0.08
N -2.2625 -3.8567 8.7313 1.09 -0.92 -0.26 0.04
H 1.3446 -2.4971 5.9478 -0.34 -0.40 0.20 0.09
H 1.5603 -2.1946 7.7104 0.62 0.03 -0.12 0.08
H 0.9967 -0.9378 6.6212 -0.37 0.29 0.05 0.08
H -0.3541 -1.7904 9.0608 -0.19 0.33 0.58 0.12
H -1.1906 -0.6979 7.9129 -0.02 0.15 -0.03 0.12
H -3.0773 -2.3590 7.7149 0.08 0.51 -0.19 0.14
H -3.8299 -2.4377 10.0472 -0.38 0.29 -0.20 0.08
H -3.2987 -0.7753 9.6042 -0.24 -0.05 -0.22 0.07
H -2.4246 -1.7687 10.6964 0.82 -0.25 -0.28 0.08
H -1.8065 -4.1612 7.8830 -0.30 -0.59 -0.62 0.07
H -1.4776 -4.0195 9.3457 0.03 -0.12 0.93 0.08
C -8.1577 -0.3880 -1.3856 -0.64 0.90 -0.05 -0.13
O -8.8939 -1.2260 -2.2446 -0.03 -1.40 -1.31 -0.19
C -8.3042 -2.4039 -2.8761 1.40 1.26 -0.32 -0.16
C -7.0922 -2.0259 -3.8268 -1.32 0.58 -0.66 -0.41
C -7.4818 -0.9208 -4.9076 -0.16 -1.43 1.66 -0.04
N -6.7106 -3.2701 -4.5262 -0.36 0.54 0.91 0.02
H -7.1669 -0.0400 -1.6776 0.50 -1.01 -0.13 0.08
H -8.2433 -0.6941 -0.3430 0.49 -0.32 0.03 0.08
H -8.6606 0.5776 -1.4385 -0.53 0.00 0.12 0.08
H -8.0170 -3.1583 -2.1437 0.52 0.21 0.49 0.11
H -8.9815 -2.9889 -3.4982 -0.81 0.88 -0.04 0.12
H -6.3188 -1.5906 -3.1941 0.41 -0.17 0.00 0.11
H -6.7958 -1.0001 -5.7509 -0.05 0.25 0.05 0.06
H -7.4637 0.0554 -4.4231 0.12 0.06 -0.29 0.06
H -8.5062 -1.1245 -5.2193 0.06 0.07 -0.28 0.07
H -5.9467 -3.1262 -5.1710 0.13 0.11 0.04 0.06
H -6.3924 -3.8809 -3.7874 0.28 -0.57 -0.21 0.06
C 4.0534 6.8745 -1.3733 0.13 -0.67 0.01 -0.11
O 3.3993 5.9551 -2.2316 -0.05 0.06 -0.29 -0.22
C 2.7594 6.5780 -3.3567 -0.90 -0.34 2.12 -0.19
C 1.4448 7.2247 -2.8665 -1.69 -1.29 -1.49 -0.40
C 0.5039 6.1957 -2.1479 1.03 0.48 0.66 -0.06
N 0.6954 7.6954 -4.0639 0.42 0.75 0.54 0.02
H 4.9360 7.2206 -1.9113 0.17 0.46 0.37 0.09
H 4.3249 6.3311 -0.4682 0.34 -0.20 -0.21 0.09
H 3.4384 7.6853 -0.9828 -0.22 0.27 -0.52 0.08
H 3.4211 7.2925 -3.8463 0.06 0.05 -0.17 0.12
H 2.4416 5.7653 -4.0098 0.39 0.04 -0.22 0.12
H 1.5803 8.0727 -2.1952 0.15 0.02 -0.14 0.12
H 0.3870 5.2085 -2.5951 0.24 0.16 -0.60 0.07
H -0.4944 6.5991 -1.9782 0.14 0.23 -0.14 0.07
H 0.9519 5.9881 -1.1762 -0.12 -0.03 0.18 0.06
H 1.3029 8.3236 -4.5702 -0.05 0.30 -0.25 0.06
H 0.4850 6.9499 -4.7120 0.01 -0.37 0.15 0.06
C -0.6182 -1.9716 -1.7815 0.14 -0.85 0.15 -0.11
O 0.0269 -1.5158 -0.6231 -0.56 0.39 1.19 -0.19
C 0.8343 -0.3623 -0.7619 -0.15 0.10 -0.24 -0.20
C 1.2382 0.2431 0.6105 -0.67 0.55 -0.47 -0.41
C 0.0808 0.9407 1.3482 -0.84 -2.33 -0.13 -0.07
N 2.1769 1.3382 0.4289 1.30 -0.70 -0.85 0.02
H -1.5530 -1.4802 -2.0511 0.32 0.98 -0.19 0.08
H -0.9985 -2.9741 -1.5851 0.46 -0.26 0.23 0.09
H 0.1252 -2.0473 -2.5751 -0.31 0.17 -0.50 0.09
H 1.6600 -0.6609 -1.4078 0.75 0.20 0.35 0.12
H 0.3348 0.4121 -1.3441 -0.51 0.29 -0.03 0.12
H 1.6966 -0.5710 1.1718 -0.13 0.09 0.37 0.14
H -0.4144 1.7240 0.7744 0.41 0.11 -0.14 0.08
H 0.4278 1.3107 2.3130 -0.13 0.03 -0.02 0.07
H -0.6639 0.1574 1.4895 -0.46 0.16 0.54 0.07
H 2.1058 1.9031 1.2631 0.19 0.38 -0.28 0.06
H 1.8088 1.8461 -0.3626 0.28 0.68 0.04 0.07
C 3.9475 3.2481 6.1000 -0.37 0.05 0.56 -0.09
C 3.3618 3.7224 7.4600 0.61 -0.51 -0.60 -0.30
O 3.4517 5.1585 7.4597 -0.34 -1.01 0.38 -0.08
H 3.9846 2.1825 5.8737 -0.10 -0.18 0.57 0.06
H 4.9623 3.6369 6.0156 -0.11 0.10 -0.15 0.07
H 3.3060 3.6556 5.3187 0.17 0.27 -0.19 0.06
H 3.8785 3.2970 8.3203 0.59 0.47 -0.09 0.10
H 2.3519 3.3538 7.6397 -0.43 0.28 -0.43 0.10
H 2.9425 5.3882 6.6789 -0.02 0.52 -0.05 0.07
O -1.4093 -7.0069 -4.0921 0.20 -0.09 0.05 -0.05
H -1.7382 -6.8482 -4.9769 -0.04 0.03 -0.24 0.03
H -2.1391 -6.7717 -3.5190 -0.21 0.07 0.23 0.02
O 5.5345 2.7325 -3.4206 0.01 0.00 -0.27 -0.05
H 5.8651 2.2197 -2.6830 0.14 -0.24 0.21 0.02
H 5.0147 3.4270 -3.0161 -0.19 0.27 0.11 0.01
O -3.2094 2.4790 5.2876 -0.11 0.14 -0.23 -0.05
H -2.4541 1.8910 5.2795 0.20 -0.18 -0.07 0.03
H -3.3385 2.6911 6.2120 -0.08 0.10 0.23 0.03
O -5.1076 -6.5572 -1.9336 0.13 0.20 -0.19 -0.05
H -5.4026 -6.4918 -1.0254 -0.05 0.06 0.25 0.03
H -5.2755 -7.4679 -2.1756 -0.05 -0.24 -0.11 0.03
O -2.5860 5.4170 3.0017 0.22 0.08 -0.14 -0.06
H -3.2471 6.0815 3.1957 -0.14 0.18 0.02 0.03
H -2.9345 4.6125 3.3859 -0.08 -0.34 0.19 0.01
O 6.5281 0.4018 -0.1668 0.10 0.09 -0.22 -0.05
H 5.6544 0.5670 0.1877 -0.38 0.06 0.04 0.02
H 7.0140 0.0164 0.5623 0.17 -0.10 0.13 0.03
```
Positions in Å, forces in eV/Å.

Results
2S+1   1
SMILES   COC[C@H](C)N.COC[C@H](C)N.COC[C@H](C)N.COC[C@H](C)N.COC[C@H](C)N.CCO.O.O.O.O.O.O



Entry 2:
Computed, not measured: a structure of composition C28H61AlClFI2NO14S4Si, with ωB97M-V/def2-TZVPD.

Geometry as XYZ:
```
114
Properties=species:S:1:pos:R:3:forces:R:3:lowdin_charge:R:1
C -0.9645 -5.9868 0.8506 -0.07 -0.17 -0.07 -0.06
C -2.1392 -5.4513 1.6222 -0.09 -0.11 0.26 -0.55
N -2.2719 -5.8299 2.8409 0.17 0.00 -0.13 0.09
C -2.9894 -4.4846 0.9041 -0.16 -0.28 0.15 -0.13
Al -2.0708 -2.7156 0.7077 0.20 0.26 0.35 0.11
C -1.2937 -2.0777 2.4302 -0.08 -0.16 -0.02 -0.22
C -2.2782 -1.9661 3.5851 0.04 0.12 0.03 -0.74
C -1.7918 -2.4683 4.9456 0.11 -0.08 -0.08 -0.13
Cl -2.7547 -0.2008 3.7427 -0.27 0.12 0.08 0.55
O -0.8216 -2.6148 -0.5629 0.03 -0.13 -0.07 -0.22
C -1.5309 -2.0644 -1.6503 0.24 0.33 -0.16 -0.41
Si -0.5101 -2.1854 -3.2604 0.22 0.10 0.18 0.55
C 1.0427 -1.1503 -3.4628 -0.24 0.01 0.11 -0.21
C -1.5328 -1.9259 -4.8177 0.03 -0.15 0.07 -0.17
C 0.0479 -3.9700 -3.2993 -0.09 0.08 -0.18 -0.17
C -2.4468 -0.9125 -1.1309 -0.31 -0.53 0.60 -0.55
C -3.3998 -0.4940 -2.2495 -0.35 0.03 -0.15 -0.17
C -2.9803 0.7487 -2.9941 0.09 0.12 -0.09 -0.21
F -3.5076 0.7504 -4.2933 -0.09 -0.06 -0.10 -0.08
C -1.8213 0.3067 -0.4432 0.31 0.08 -0.29 -0.62
I 0.2690 0.4284 -0.2436 0.20 -0.08 -0.15 1.10
C -2.4681 1.3051 0.1412 -0.15 0.08 0.03 -0.76
C -1.8780 2.4447 0.9134 -0.07 0.12 0.03 -0.24
I -4.5720 1.4216 0.1189 -0.26 0.15 0.43 1.04
O -3.1680 -1.5434 -0.0728 -0.13 0.01 -0.37 -0.15
H -1.1833 -6.0303 -0.2129 0.01 0.04 -0.15 0.07
H -0.1088 -5.3264 0.9773 0.12 0.08 0.01 0.08
H -0.7129 -6.9817 1.2037 0.14 -0.06 0.13 0.07
H -3.0895 -5.3803 3.2506 -0.08 0.05 0.00 0.02
H -3.9355 -4.3707 1.4376 -0.10 0.19 0.05 0.07
H -3.2257 -4.8732 -0.0877 0.05 0.11 -0.20 0.07
H -0.8625 -1.0955 2.2469 0.14 0.07 -0.07 0.01
H -0.4603 -2.7099 2.7414 0.10 -0.14 0.00 0.06
H -3.2283 -2.4408 3.3559 -0.15 0.01 -0.02 0.07
H -0.8041 -2.9075 4.8427 0.12 -0.06 0.01 0.07
H -1.7297 -1.6613 5.6673 -0.02 0.08 0.12 0.04
H -2.4496 -3.2399 5.3374 -0.12 -0.04 0.09 0.07
H -2.3285 -2.7822 -1.9255 -0.14 -0.04 -0.26 0.11
H 0.8311 -0.0860 -3.4167 0.01 0.18 -0.01 -0.01
H 1.7505 -1.3857 -2.6735 0.15 0.00 0.10 0.01
H 1.5007 -1.3707 -4.4268 0.05 -0.07 -0.10 0.03
H -2.5290 -2.3560 -4.7447 -0.15 0.00 0.01 0.03
H -1.6229 -0.8895 -5.1278 -0.10 0.18 0.04 0.02
H -1.0157 -2.4657 -5.6119 0.08 -0.01 -0.13 0.02
H 0.4103 -4.1855 -4.3040 0.12 -0.12 -0.08 0.01
H 0.8578 -4.1523 -2.5989 0.03 -0.04 0.17 0.03
H -0.7711 -4.6543 -3.0862 -0.07 -0.10 0.10 0.03
H -3.5047 -1.3073 -2.9630 0.13 -0.14 -0.09 0.11
H -4.3814 -0.3498 -1.8090 -0.02 -0.10 -0.15 0.03
H -1.8968 0.8287 -3.0863 0.13 -0.05 -0.06 0.12
H -3.3578 1.6489 -2.5142 0.07 0.08 0.03 0.07
H -2.6286 3.1913 1.1370 -0.11 0.13 0.02 0.03
H -1.4874 2.0810 1.8633 0.17 -0.05 0.05 0.06
H -1.0790 2.9265 0.3553 0.15 0.00 0.03 0.04
O 2.3595 4.2063 1.2975 -0.03 -0.10 -0.12 -0.28
S 1.8378 5.1968 2.1860 0.13 -0.01 0.06 0.55
O 0.4690 5.5943 2.0831 -0.09 -0.01 -0.03 -0.27
O 2.7738 6.4767 2.1134 -0.08 0.15 0.08 -0.27
C 3.0100 7.0474 0.8010 0.17 0.08 -0.30 -0.25
C 1.8339 7.8404 0.2725 -0.10 -0.08 0.13 -0.07
C 2.1865 4.7518 3.8496 -0.01 -0.03 0.04 -0.12
H 3.3010 6.2511 0.1155 -0.03 -0.06 0.04 0.11
H 3.8756 7.6891 0.9471 0.02 -0.01 0.06 0.12
H 0.9729 7.2031 0.0814 0.01 -0.02 -0.02 0.07
H 2.1221 8.3220 -0.6621 0.04 0.02 0.00 0.08
H 1.5328 8.6048 0.9888 0.02 0.04 -0.02 0.08
H 3.2325 4.4711 3.9286 0.01 0.00 -0.01 0.07
H 1.5423 3.9053 4.0774 -0.01 -0.02 0.00 0.08
H 1.9496 5.5937 4.4936 -0.02 0.01 0.00 0.07
O 8.1181 7.3497 -1.3028 0.03 0.10 0.03 -0.28
S 7.2525 6.4232 -1.9682 0.07 -0.16 0.03 0.55
O 5.8511 6.4603 -1.6926 -0.18 0.14 0.00 -0.28
O 7.7977 4.9569 -1.7388 -0.03 -0.08 -0.05 -0.26
C 8.0153 4.5249 -0.3698 0.08 -0.08 0.26 -0.24
C 6.7315 4.2227 0.3739 -0.06 0.08 -0.12 -0.07
C 7.5082 6.4898 -3.7048 0.00 0.03 -0.04 -0.12
H 8.6160 5.2790 0.1401 -0.03 0.06 -0.05 0.11
H 8.6216 3.6291 -0.4793 0.00 -0.01 -0.06 0.12
H 6.1325 5.1183 0.5264 0.02 0.01 0.01 0.07
H 6.9756 3.8019 1.3494 0.03 -0.03 0.00 0.08
H 6.1250 3.5046 -0.1761 0.00 -0.03 0.02 0.09
H 8.5737 6.4382 -3.9073 0.01 -0.01 0.01 0.07
H 7.0972 7.4396 -4.0387 0.00 0.02 0.00 0.08
H 6.9745 5.6632 -4.1649 -0.02 -0.01 0.00 0.08
O 4.8846 -4.5635 -5.0805 0.03 0.12 0.01 -0.27
S 4.0193 -5.5551 -5.6415 0.07 -0.11 0.05 0.56
O 2.6142 -5.4839 -5.4032 -0.11 0.09 -0.08 -0.27
O 4.5546 -6.9875 -5.2194 -0.05 -0.09 -0.03 -0.27
C 4.7520 -7.2185 -3.7997 0.10 -0.04 0.27 -0.25
C 3.4570 -7.3964 -3.0357 -0.06 0.06 -0.13 -0.07
C 4.3119 -5.7010 -7.3687 0.01 0.01 -0.04 -0.12
H 5.3515 -6.4020 -3.3957 -0.03 0.05 -0.05 0.11
H 5.3530 -8.1245 -3.7687 0.00 -0.02 -0.06 0.12
H 2.8639 -6.4842 -3.0249 0.02 0.02 0.01 0.07
H 3.6847 -7.6694 -2.0052 0.03 -0.03 0.00 0.08
H 2.8523 -8.1840 -3.4844 0.01 -0.03 0.02 0.09
H 5.3808 -5.7801 -7.5423 0.01 0.00 0.01 0.07
H 3.9132 -4.7962 -7.8215 0.00 0.02 0.00 0.08
H 3.7824 -6.5744 -7.7383 -0.02 -0.01 0.00 0.07
O -9.6496 1.3119 5.7947 -0.07 0.00 -0.08 -0.28
S -8.5818 1.9264 6.5252 -0.03 -0.04 0.09 0.55
O -8.4253 3.3472 6.4553 0.00 0.06 -0.01 -0.28
O -7.2293 1.2017 6.1869 0.19 0.04 -0.07 -0.27
C -6.8431 1.0530 4.7842 0.01 -0.06 -0.28 -0.22
C -6.3633 2.3420 4.1593 -0.10 0.15 0.07 -0.07
C -8.6664 1.4474 8.2163 -0.03 -0.01 0.04 -0.13
H -7.6854 0.6243 4.2407 -0.06 0.04 0.07 0.12
H -6.0487 0.3167 4.8127 0.11 -0.08 0.09 0.11
H -7.1668 3.0745 4.0887 -0.01 -0.01 -0.01 0.07
H -5.9921 2.1376 3.1527 0.03 -0.06 0.07 0.05
H -5.5572 2.7831 4.7454 0.04 -0.06 -0.02 0.09
H -8.7740 0.3684 8.2716 0.01 -0.01 -0.01 0.07
H -9.5381 1.9442 8.6358 -0.01 0.00 -0.01 0.07
H -7.7618 1.7815 8.7159 0.01 0.01 0.01 0.07
```
Positions in Å, forces in eV/Å.

Results
2S+1   1
Charge   -1



Result set for M: 599.849 1127.384 g mol⁻¹, one per record in the order listed.
Result set for HOMO: -8.775 -5.501 eV, one per record in the order listed.